{
  "formula": "C3H10P2",
  "method": "the ωB97M-V functional and the def2-TZVPD basis",
  "orbital_gap_ha": 0.336,
  "homo_energy_ev": -8.68,
  "charge": 0,
  "e_tot_ha": -802.839482,
  "de_lowest_kj_mol": 276.7,
  "fmax_ha_per_bohr": 0.0787,
  "species": ["C", "C", "C", "P", "P", "H", "H", "H", "H", "H", "H", "H", "H", "H", "H"],
  "xyz": [[-0.670, -1.308, 0.473], [0.819, 0.520, -0.891], [-0.301, 0.092, -0.003], [2.531, 0.677, -0.102], [-1.714, 1.259, -0.203], [-1.510, -1.734, -0.127], [0.148, -2.024, 0.233], [-0.810, -1.132, 1.526], [1.017, -0.142, -1.631], [0.563, 1.507, -1.275], [0.245, 0.910, 1.440], [2.479, -0.702, 0.242], [1.930, 0.921, 1.164], [-2.429, 0.459, 0.661], [-2.298, 0.699, -1.509]],
  "forces_ev_per_a": [[1.23, -0.19, -1.89], [0.41, 1.95, 2.47], [0.58, 2.63, 3.02], [-0.75, -0.69, 0.19], [-0.14, -0.43, -1.50], [0.13, 0.62, 0.87], [-0.19, 0.46, 0.74], [-0.53, -1.01, 0.23], [0.23, -2.07, -2.78], [0.21, -0.09, -0.40], [-1.46, -1.77, -2.75], [0.47, -0.03, -0.07], [0.39, 0.41, -0.01], [-1.09, -0.15, 0.34], [0.52, 0.35, 1.54]]
}